# 1
This record from OMol25 describes a molecular structure, C20H60B2BeF8O10S10. The level of theory is ωB97M-V with the def2-TZVPD basis set.

Calculated values
highest occupied orbital energy	-0.3117	hartree
frontier orbital gap	6.43	eV
multiplicity	1

Geometry (Å):
1 Be 2.66 -0.84 2.01
2 B 5.26 -1.65 0.47
3 F 5.78 -0.71 -0.41
4 F 3.93 -1.99 0.12
5 F 6.04 -2.81 0.52
6 F 5.11 -1.07 1.76
7 B 0.26 -0.69 0.23
8 F -0.99 -1.28 0.37
9 F 0.42 0.23 1.26
10 F 1.27 -1.67 0.42
11 F 0.36 -0.05 -1.00
12 C 1.19 5.59 0.35
13 S 0.83 5.28 2.06
14 O 1.99 6.04 2.67
15 C 1.20 3.47 2.18
16 H 0.39 5.41 -0.37
17 H 2.10 5.12 -0.02
18 H 1.26 6.67 0.24
19 H 1.14 3.20 3.23
20 H 2.22 3.30 1.82
21 H 0.59 2.74 1.64
22 C -0.38 2.75 -2.16
23 S -1.30 4.18 -2.70
24 O -1.47 5.06 -1.45
25 C 0.05 5.01 -3.58
26 H -0.90 2.20 -1.37
27 H 0.54 3.03 -1.63
28 H -0.08 2.03 -2.93
29 H 0.25 4.54 -4.55
30 H 0.97 5.08 -3.01
31 H -0.29 6.02 -3.80
32 C -1.95 2.79 3.12
33 S -3.39 1.84 2.56
34 O -4.68 2.56 2.85
35 C -2.97 1.85 0.80
36 H -2.06 2.89 4.21
37 H -1.83 3.80 2.72
38 H -1.05 2.19 3.06
39 H -3.80 1.46 0.21
40 H -2.18 1.12 0.61
41 H -2.57 2.80 0.45
42 C 2.97 1.22 -1.90
43 S 3.47 1.99 -0.30
44 O 3.50 0.83 0.66
45 C 5.17 2.49 -0.73
46 H 3.22 1.94 -2.68
47 H 1.90 1.05 -1.85
48 H 3.47 0.26 -2.00
49 H 5.15 3.26 -1.50
50 H 5.60 1.60 -1.18
51 H 5.66 2.85 0.17
52 C 1.62 -0.15 6.20
53 S 0.59 0.26 4.74
54 O 1.04 -0.80 3.73
55 C -1.01 -0.28 5.42
56 H 1.01 -0.41 7.08
57 H 2.23 0.67 6.57
58 H 2.18 -1.06 6.03
59 H -0.97 -1.19 6.03
60 H -1.61 -0.49 4.53
61 H -1.47 0.43 6.10
62 C -0.38 -3.47 2.65
63 S 1.31 -4.13 3.05
64 O 2.39 -3.08 2.91
65 C 1.03 -4.16 4.85
66 H -0.35 -2.38 2.60
67 H -1.14 -3.82 3.35
68 H -0.67 -3.78 1.64
69 H 1.95 -4.37 5.40
70 H 0.30 -4.96 4.99
71 H 0.60 -3.22 5.20
72 C 0.12 0.86 -6.41
73 S 1.72 0.67 -5.51
74 O 1.86 1.89 -4.64
75 C 1.09 -0.73 -4.52
76 H 0.23 1.58 -7.23
77 H -0.61 1.31 -5.73
78 H -0.32 -0.09 -6.70
79 H 0.27 -0.46 -3.86
80 H 1.85 -0.99 -3.76
81 H 0.93 -1.69 -5.00
82 C -0.26 -3.24 -2.33
83 S -0.10 -4.58 -1.07
84 O -0.75 -5.82 -1.62
85 C 1.68 -4.79 -0.88
86 H -1.17 -3.33 -2.92
87 H 0.50 -3.44 -3.08
88 H -0.21 -2.25 -1.88
89 H 2.18 -3.85 -0.64
90 H 2.08 -5.11 -1.85
91 H 1.81 -5.62 -0.19
92 C -3.83 -4.79 0.75
93 S -3.71 -3.25 -0.16
94 O -4.96 -3.06 -0.95
95 C -4.04 -2.20 1.35
96 H -3.51 -5.67 0.18
97 H -4.88 -4.99 0.99
98 H -3.26 -4.80 1.68
99 H -4.46 -1.22 1.13
100 H -3.18 -2.14 2.02
101 H -4.91 -2.65 1.82
102 C -2.93 -0.30 -2.14
103 S -2.69 0.53 -3.70
104 O -1.90 -0.51 -4.50
105 C -4.35 0.45 -4.43
106 H -3.54 0.18 -1.37
107 H -2.02 -0.47 -1.56
108 H -3.43 -1.27 -2.23
109 H -5.08 0.96 -3.81
110 H -4.56 -0.62 -4.57
111 H -4.38 0.89 -5.43

These are the Löwdin partial charges, in e, on atoms 1 to 99: atom 1 (Be): 0.99, atom 2 (B): -1.25, atom 3 (F): 0.13, atom 4 (F): 0.09, atom 5 (F): 0.12, atom 6 (F): 0.09, atom 7 (B): -1.35, atom 8 (F): 0.13, atom 9 (F): 0.12, atom 10 (F): 0.12, atom 11 (F): 0.13, atom 12 (C): -0.28, atom 13 (S): 0.84, atom 14 (O): -0.57, atom 15 (C): -0.27, atom 16 (H): 0.01, atom 17 (H): 0.05, atom 18 (H): 0.06, atom 19 (H): 0.03, atom 20 (H): 0.01, atom 21 (H): 0.03, atom 22 (C): -0.29, atom 23 (S): 0.86, atom 24 (O): -0.59, atom 25 (C): -0.25, atom 26 (H): 0.03, atom 27 (H): 0.05, atom 28 (H): 0.03, atom 29 (H): 0.05, atom 30 (H): 0.05, atom 31 (H): 0.05, atom 32 (C): -0.27, atom 33 (S): 0.81, atom 34 (O): -0.54, atom 35 (C): -0.25, atom 36 (H): 0.05, atom 37 (H): 0.05, atom 38 (H): 0.00, atom 39 (H): 0.04, atom 40 (H): 0.04, atom 41 (H): 0.05, atom 42 (C): -0.21, atom 43 (S): 0.90, atom 44 (O): -0.55, atom 45 (C): -0.21, atom 46 (H): 0.05, atom 47 (H): 0.01, atom 48 (H): 0.08, atom 49 (H): 0.06, atom 50 (H): 0.05, atom 51 (H): 0.06, atom 52 (C): -0.22, atom 53 (S): 0.92, atom 54 (O): -0.58, atom 55 (C): -0.23, atom 56 (H): 0.05, atom 57 (H): 0.06, atom 58 (H): 0.06, atom 59 (H): 0.06, atom 60 (H): 0.05, atom 61 (H): 0.07, atom 62 (C): -0.23, atom 63 (S): 0.93, atom 64 (O): -0.56, atom 65 (C): -0.24, atom 66 (H): 0.03, atom 67 (H): 0.06, atom 68 (H): 0.01, atom 69 (H): 0.06, atom 70 (H): 0.05, atom 71 (H): 0.03, atom 72 (C): -0.25, atom 73 (S): 0.87, atom 74 (O): -0.58, atom 75 (C): -0.28, atom 76 (H): 0.04, atom 77 (H): 0.02, atom 78 (H): 0.05, atom 79 (H): 0.02, atom 80 (H): 0.04, atom 81 (H): 0.06, atom 82 (C): -0.21, atom 83 (S): 0.79, atom 84 (O): -0.56, atom 85 (C): -0.24, atom 86 (H): 0.06, atom 87 (H): 0.05, atom 88 (H): 0.02, atom 89 (H): 0.04, atom 90 (H): 0.06, atom 91 (H): 0.05, atom 92 (C): -0.27, atom 93 (S): 0.80, atom 94 (O): -0.55, atom 95 (C): -0.23, atom 96 (H): 0.05, atom 97 (H): 0.06, atom 98 (H): 0.04, atom 99 (H): 0.04

***

# 2
This record from OMol25 describes 5 unconnected molecules or ions with the total composition C20H60N11O7P3. The level of theory is ωB97M-V with the def2-TZVPD basis set.

Calculated values
charge	+1
highest occupied orbital energy (alpha / beta)	-0.3613 / -0.3613	hartree
frontier orbital gap (alpha / beta)	7.13 / 2.09	eV
multiplicity	2

Geometry (Å):
1 C -23.88 -4.84 -5.22
2 N -23.27 -3.44 -5.22
3 O -23.68 -2.56 -4.42
4 O -22.28 -3.28 -5.97
5 H -23.53 -5.28 -6.15
6 H -24.92 -4.70 -4.93
7 H -23.24 -5.21 -4.42
8 C -26.88 -1.41 -4.69
9 N -28.11 -0.72 -4.15
10 O -28.82 -0.18 -4.95
11 O -28.29 -0.65 -2.99
12 H -26.96 -1.25 -5.77
13 H -27.09 -2.48 -4.60
14 H -26.00 -1.15 -4.10
15 O -19.93 1.34 -6.54
16 P -19.52 1.40 -5.15
17 N -20.07 2.78 -4.34
18 C -21.40 3.35 -4.36
19 C -19.45 2.95 -3.05
20 N -17.80 1.43 -5.10
21 C -17.14 0.90 -3.92
22 C -17.01 1.22 -6.28
23 N -19.88 -0.03 -4.21
24 C -19.38 -1.43 -4.80
25 C -21.21 -0.21 -3.60
26 H -21.54 4.11 -3.59
27 H -22.12 2.54 -4.48
28 H -21.50 3.89 -5.30
29 H -19.76 3.95 -2.76
30 H -18.37 2.89 -2.96
31 H -19.85 2.18 -2.39
32 H -16.86 -0.15 -4.00
33 H -16.23 1.46 -3.69
34 H -17.85 0.91 -3.10
35 H -17.36 1.92 -7.04
36 H -15.96 1.37 -6.03
37 H -16.90 0.20 -6.64
38 H -19.63 -2.25 -4.12
39 H -19.89 -1.64 -5.74
40 H -18.34 -1.46 -5.12
41 H -21.40 -1.28 -3.54
42 H -22.03 0.06 -4.26
43 H -21.35 0.19 -2.60
44 O -18.84 -8.48 -7.10
45 P -20.00 -9.37 -7.51
46 N -19.90 -10.77 -6.59
47 C -21.03 -11.73 -6.19
48 C -18.56 -11.50 -6.52
49 N -19.85 -9.94 -9.11
50 C -20.88 -10.89 -9.68
51 C -19.31 -8.97 -10.11
52 N -21.52 -8.59 -7.41
53 C -21.85 -8.31 -5.99
54 C -21.63 -7.30 -8.07
55 H -22.00 -11.50 -6.64
56 H -21.01 -11.73 -5.10
57 H -20.79 -12.71 -6.61
58 H -18.05 -11.16 -5.63
59 H -17.93 -11.05 -7.28
60 H -18.63 -12.59 -6.56
61 H -20.62 -11.10 -10.71
62 H -21.05 -11.80 -9.11
63 H -21.86 -10.48 -9.92
64 H -20.20 -8.54 -10.58
65 H -18.68 -8.15 -9.77
66 H -18.70 -9.43 -10.88
67 H -22.88 -8.01 -5.81
68 H -21.73 -9.24 -5.43
69 H -21.14 -7.56 -5.64
70 H -21.43 -7.32 -9.15
71 H -20.94 -6.56 -7.67
72 H -22.66 -6.96 -8.05
73 O -25.66 -6.57 -2.98
74 P -26.95 -6.06 -2.55
75 N -26.70 -4.77 -1.57
76 C -26.00 -3.55 -2.01
77 C -26.95 -4.65 -0.13
78 N -27.85 -7.24 -1.64
79 C -28.94 -7.90 -2.32
80 C -27.24 -8.11 -0.52
81 N -28.10 -5.25 -3.67
82 C -28.10 -5.43 -5.09
83 C -29.33 -4.69 -3.09
84 H -26.69 -2.72 -2.12
85 H -25.43 -3.64 -2.93
86 H -25.14 -3.33 -1.38
87 H -26.59 -3.74 0.35
88 H -26.60 -5.47 0.50
89 H -28.03 -4.59 -0.01
90 H -29.78 -7.22 -2.23
91 H -28.89 -8.26 -3.34
92 H -29.31 -8.87 -1.97
93 H -26.23 -7.73 -0.36
94 H -27.92 -7.96 0.33
95 H -27.20 -9.14 -0.89
96 H -28.70 -4.70 -5.62
97 H -27.06 -5.33 -5.40
98 H -28.45 -6.45 -5.27
99 H -29.47 -4.80 -2.02
100 H -30.22 -5.12 -3.57
101 H -29.41 -3.65 -3.40

These are the Löwdin partial charges, in e, on atoms 1 to 99: atom 1 (C): 0.07, atom 2 (N): -0.38, atom 3 (O): 0.01, atom 4 (O): 0.07, atom 5 (H): 0.09, atom 6 (H): 0.06, atom 7 (H): 0.11, atom 8 (C): 0.06, atom 9 (N): -0.48, atom 10 (O): 0.09, atom 11 (O): 0.07, atom 12 (H): 0.11, atom 13 (H): 0.06, atom 14 (H): 0.10, atom 15 (O): -0.28, atom 16 (P): 0.55, atom 17 (N): -0.30, atom 18 (C): -0.10, atom 19 (C): -0.14, atom 20 (N): -0.29, atom 21 (C): -0.16, atom 22 (C): -0.13, atom 23 (N): -0.26, atom 24 (C): -0.04, atom 25 (C): -0.15, atom 26 (H): 0.09, atom 27 (H): 0.07, atom 28 (H): 0.08, atom 29 (H): 0.08, atom 30 (H): 0.07, atom 31 (H): 0.07, atom 32 (H): 0.07, atom 33 (H): 0.09, atom 34 (H): 0.05, atom 35 (H): 0.09, atom 36 (H): 0.08, atom 37 (H): 0.08, atom 38 (H): 0.07, atom 39 (H): 0.06, atom 40 (H): 0.06, atom 41 (H): 0.04, atom 42 (H): 0.07, atom 43 (H): 0.07, atom 44 (O): -0.32, atom 45 (P): 0.55, atom 46 (N): -0.29, atom 47 (C): -0.10, atom 48 (C): -0.08, atom 49 (N): -0.28, atom 50 (C): -0.10, atom 51 (C): -0.11, atom 52 (N): -0.29, atom 53 (C): -0.14, atom 54 (C): -0.13, atom 55 (H): 0.07, atom 56 (H): 0.08, atom 57 (H): 0.06, atom 58 (H): 0.07, atom 59 (H): 0.07, atom 60 (H): 0.08, atom 61 (H): 0.07, atom 62 (H): 0.07, atom 63 (H): 0.07, atom 64 (H): 0.06, atom 65 (H): 0.08, atom 66 (H): 0.08, atom 67 (H): 0.07, atom 68 (H): 0.06, atom 69 (H): 0.08, atom 70 (H): 0.07, atom 71 (H): 0.09, atom 72 (H): 0.08, atom 73 (O): -0.20, atom 74 (P): 0.60, atom 75 (N): -0.16, atom 76 (C): -0.05, atom 77 (C): -0.03, atom 78 (N): -0.26, atom 79 (C): -0.14, atom 80 (C): -0.03, atom 81 (N): -0.24, atom 82 (C): -0.08, atom 83 (C): -0.09, atom 84 (H): 0.10, atom 85 (H): 0.06, atom 86 (H): 0.12, atom 87 (H): 0.11, atom 88 (H): 0.10, atom 89 (H): 0.10, atom 90 (H): 0.07, atom 91 (H): 0.09, atom 92 (H): 0.10, atom 93 (H): 0.07, atom 94 (H): 0.09, atom 95 (H): 0.09, atom 96 (H): 0.11, atom 97 (H): 0.08, atom 98 (H): 0.10, atom 99 (H): 0.08

***

For the records above, the corresponding electronic energy values read -6395.75519; -2950.56207 Ha.
For the records above, the corresponding largest force on an atom values read 2.2; 4.3 eV/A.